Density functional theory data (ωB97M-V with the def2-TZVPD basis set) for C6H10O as an isolated structure.

Structure (XYZ):
```
17
C6H10O | the Open Molecules 2025 dataset | ωB97M-V with the def2-TZVPD basis set
C -0.9887 -0.7915 -0.3914
C -0.5360 0.1768 0.5891
O -0.5272 -0.0696 1.7853
H -1.3752 -0.4530 -1.3702
C 1.5119 1.1438 -0.3379
H 2.8063 -0.5093 -0.6654
H -2.7856 -0.1355 0.8626
H -2.3421 -0.1016 1.4681
C 1.7921 -0.1496 -0.4580
H 0.6747 -1.8172 -1.1972
H 0.8372 -1.7857 0.5871
H 2.2304 1.9517 -0.4902
H -0.4735 1.7896 -0.8597
C 0.0802 1.4403 0.0204
H -0.0169 2.1636 0.8252
H -1.5625 -1.6583 -0.0391
C 0.6750 -1.1944 -0.3286
```

Values from the calculation:
**Orbital gap**: 10.337 eV
**Net charge**: 0
**Electronic energy**: -8428.410 eV
**Multiplicity**: 1
**Energy relative to the best compared isomer or geometry (same formula, charge and spin)**: 273.1 kJ/mol

Mulliken population analysis, charges in e, atoms 1 to 5: -0.590, 0.548, -0.623, 0.319, -0.321

---

Density functional theory data (ωB97M-V with the def2-TZVPD basis set) for a 2-piece molecular cluster, C6H10O overall.

Structure (XYZ):
```
17
C6H10O | the Open Molecules 2025 dataset | ωB97M-V with the def2-TZVPD basis set
H -1.1004 1.3202 -1.4125
H -2.8995 1.3347 0.2328
H 0.1941 0.8204 1.6123
H 0.4624 -0.6764 -1.3109
C -1.3016 0.4417 -0.7958
H 0.7274 2.1872 0.4673
C 0.8551 1.1674 0.8223
C 1.7937 0.3527 0.3466
H -2.4058 -0.3604 0.8114
C -2.2383 0.4850 0.1450
H 2.4979 0.6556 -0.4313
C -0.6058 -0.8272 -1.1554
H 2.8309 -1.5726 0.6131
O 1.0798 -1.5337 1.6158
C 1.9105 -1.0204 0.8949
H -0.7478 -1.5778 -0.3710
H -1.0526 -1.1964 -2.0847
```

Values from the calculation:
**SMILES string**: C=CC=O.C=CC
**Orbital gap**: 9.636 eV
**Net charge**: 0
**Electronic energy**: -8429.513 eV
**Multiplicity**: 1
**Energy relative to the best compared isomer or geometry (same formula, charge and spin)**: 166.7 kJ/mol

Mulliken population analysis, charges in e, atoms 1 to 5: 0.339, 0.269, 0.244, 0.244, -0.065

---

Density functional theory data (ωB97M-V with the def2-TZVPD basis set) for a 2-piece molecular cluster, C6H10O overall.

Structure (XYZ):
```
17
C6H10O | the Open Molecules 2025 dataset | ωB97M-V with the def2-TZVPD basis set
C -1.1812 0.9377 0.1869
H -2.2480 -0.0951 -1.3533
C 0.3143 -1.5058 0.5413
H -0.9902 0.8883 1.2821
C 2.0521 -0.0003 -0.4702
C -2.3747 0.1678 -0.3008
H -0.3545 -2.3544 0.4334
H 1.2837 -1.8693 -1.2631
O -0.5127 1.6480 -0.5231
C 1.9336 1.0622 0.3271
H 0.2207 -0.9302 1.4588
H 1.2726 1.0740 1.1891
H 2.4539 1.9917 0.1230
H 2.7296 0.0591 -1.3194
C 1.2100 -1.2043 -0.4037
H -2.5819 -0.7203 0.3012
H -3.2273 0.8510 -0.2093
```

Values from the calculation:
**SMILES string**: C=CC=C.CC=O
**Orbital gap**: 9.524 eV
**Net charge**: 0
**Electronic energy**: -8429.515 eV
**Multiplicity**: 1
**Energy relative to the best compared isomer or geometry (same formula, charge and spin)**: 166.4 kJ/mol

Mulliken population analysis, charges in e, atoms 1 to 5: 0.125, 0.279, -1.017, 0.446, -0.017

---

Density functional theory data (ωB97M-V with the def2-TZVPD basis set) for C6H10O as an isolated structure.

Structure (XYZ):
```
17
C6H10O | the Open Molecules 2025 dataset | ωB97M-V with the def2-TZVPD basis set
C -0.9711 -0.7917 -0.3917
H 2.7941 -0.5077 -0.7299
H -2.3709 -0.0927 1.4219
H -2.7934 -0.1222 0.8010
H 0.0354 2.1378 0.8799
H -1.5588 -1.6557 -0.0551
C 0.0861 1.4392 0.0489
H -1.3276 -0.4520 -1.3816
C 1.4995 1.1395 -0.3738
H 0.6782 -1.8717 -1.1239
C 0.6857 -1.1996 -0.2941
O -0.5695 -0.0718 1.7975
C 1.7869 -0.1531 -0.4863
H 0.8603 -1.7459 0.6490
H -0.5007 1.8246 -0.7937
H 2.2058 1.9490 -0.5696
C -0.5400 0.1739 0.6014
```

Values from the calculation:
**Orbital gap**: 10.340 eV
**Net charge**: 0
**Electronic energy**: -8428.444 eV
**Multiplicity**: 1
**Energy relative to the best compared isomer or geometry (same formula, charge and spin)**: 269.8 kJ/mol

Mulliken population analysis, charges in e, atoms 1 to 5: -0.542, 0.390, -0.048, 0.095, 0.332

---

Copy entry 2 word for word.
Density functional theory data (ωB97M-V with the def2-TZVPD basis set) for a 2-piece molecular cluster, C6H10O overall.

Structure (XYZ):
```
17
C6H10O | the Open Molecules 2025 dataset | ωB97M-V with the def2-TZVPD basis set
H -1.1004 1.3202 -1.4125
H -2.8995 1.3347 0.2328
H 0.1941 0.8204 1.6123
H 0.4624 -0.6764 -1.3109
C -1.3016 0.4417 -0.7958
H 0.7274 2.1872 0.4673
C 0.8551 1.1674 0.8223
C 1.7937 0.3527 0.3466
H -2.4058 -0.3604 0.8114
C -2.2383 0.4850 0.1450
H 2.4979 0.6556 -0.4313
C -0.6058 -0.8272 -1.1554
H 2.8309 -1.5726 0.6131
O 1.0798 -1.5337 1.6158
C 1.9105 -1.0204 0.8949
H -0.7478 -1.5778 -0.3710
H -1.0526 -1.1964 -2.0847
```

Values from the calculation:
**SMILES string**: C=CC=O.C=CC
**Orbital gap**: 9.636 eV
**Net charge**: 0
**Electronic energy**: -8429.513 eV
**Multiplicity**: 1
**Energy relative to the best compared isomer or geometry (same formula, charge and spin)**: 166.7 kJ/mol

Mulliken population analysis, charges in e, atoms 1 to 5: 0.339, 0.269, 0.244, 0.244, -0.065

---

Please write out number 4 again, unchanged.
Density functional theory data (ωB97M-V with the def2-TZVPD basis set) for C6H10O as an isolated structure.

Structure (XYZ):
```
17
C6H10O | the Open Molecules 2025 dataset | ωB97M-V with the def2-TZVPD basis set
C -0.9711 -0.7917 -0.3917
H 2.7941 -0.5077 -0.7299
H -2.3709 -0.0927 1.4219
H -2.7934 -0.1222 0.8010
H 0.0354 2.1378 0.8799
H -1.5588 -1.6557 -0.0551
C 0.0861 1.4392 0.0489
H -1.3276 -0.4520 -1.3816
C 1.4995 1.1395 -0.3738
H 0.6782 -1.8717 -1.1239
C 0.6857 -1.1996 -0.2941
O -0.5695 -0.0718 1.7975
C 1.7869 -0.1531 -0.4863
H 0.8603 -1.7459 0.6490
H -0.5007 1.8246 -0.7937
H 2.2058 1.9490 -0.5696
C -0.5400 0.1739 0.6014
```

Values from the calculation:
**Orbital gap**: 10.340 eV
**Net charge**: 0
**Electronic energy**: -8428.444 eV
**Multiplicity**: 1
**Energy relative to the best compared isomer or geometry (same formula, charge and spin)**: 269.8 kJ/mol

Mulliken population analysis, charges in e, atoms 1 to 5: -0.542, 0.390, -0.048, 0.095, 0.332

---

Question: What is the formula in the fourth record?
Answer: C6H10O